{
  "formula": "C8H40O12",
  "method": "ωB97M-V/def2-TZVPD",
  "elements": ["C", "C", "C", "C", "C", "C", "C", "C", "H", "H", "H", "H", "H", "H", "H", "H", "H", "H", "H", "H", "H", "H", "H", "H", "H", "H", "O", "H", "H", "O", "H", "H", "O", "H", "H", "O", "H", "H", "O", "H", "H", "O", "H", "H", "O", "H", "H", "O", "H", "H", "O", "H", "H", "O", "H", "H", "O", "H", "H", "O"],
  "positions_angstrom": [[2.762596, -2.081217, 2.947142], [1.261264, -1.780656, 2.883673], [0.523702, -2.276678, 1.651008], [0.319529, -1.256008, 0.522181], [-0.905022, -0.345171, 0.609933], [-2.188740, -1.015984, 0.854768], [-3.037610, -1.391118, -0.164735], [-4.267170, -2.213305, -0.099922], [3.057009, -2.398774, 3.936265], [3.469754, -1.351540, 2.502081], [2.954140, -2.922170, 2.291192], [0.779867, -2.136530, 3.793799], [1.049135, -0.707391, 2.875843], [0.937570, -3.163303, 1.188776], [-0.484354, -2.549456, 2.002731], [1.178922, -0.595698, 0.425394], [0.431180, -1.770285, -0.445507], [-0.772183, 0.491529, 1.300817], [-1.111895, 0.132867, -0.377903], [-2.594749, -1.047927, 1.885196], [-2.868297, -1.010821, -1.182185], [-4.046617, -3.141748, -0.674631], [-5.072288, -1.726648, -0.645427], [-4.469526, -2.522500, 0.921310], [-2.335186, 2.046266, -1.886276], [-3.130507, 1.395192, -0.721378], [-2.889130, 1.287406, -1.645918], [1.812676, -2.758544, -3.014969], [0.396114, -2.741651, -2.941163], [1.087819, -2.326553, -3.506067], [-0.291401, 3.070215, -0.715983], [-1.394197, 4.161836, -0.528997], [-1.239217, 3.215922, -0.618130], [2.395982, 2.403079, -1.189434], [2.773247, 3.552184, -0.203274], [2.437942, 2.650642, -0.231254], [3.490807, -3.195599, -1.283740], [2.379441, -2.447042, -0.544491], [2.620039, -3.317798, -0.889743], [-2.419710, 3.523875, 2.817455], [-3.080337, 3.212608, 1.285872], [-3.024682, 3.709601, 2.091428], [4.720349, 0.148509, 0.110043], [3.296040, 0.274805, -0.195038], [4.010377, -0.372853, -0.294733], [1.308356, 2.382849, 1.154002], [1.316364, 1.966007, 2.609428], [0.798888, 1.854646, 1.801960], [-0.418685, 0.439909, -2.216087], [0.584783, -0.363072, -3.110902], [0.286830, 0.530437, -2.860317], [-0.516998, 2.321682, 3.168583], [-0.442928, 3.323632, 4.369107], [-1.022987, 2.729605, 3.885736], [2.645247, 2.651190, -3.465279], [1.447798, 1.840827, -2.916200], [1.902315, 2.710287, -2.853413], [-1.976525, -3.404439, -2.139043], [-1.435287, -1.959901, -2.004085], [-1.374355, -2.761621, -2.526783]],
  "forces_ev_per_angstrom": [[0.259, -0.174, -1.099], [0.176, 0.926, -0.008], [-1.260, 0.006, 0.066], [1.472, -0.211, -0.703], [-1.053, 0.423, -1.077], [0.147, 0.702, 1.586], [-1.553, -0.580, -1.698], [1.419, -0.425, 0.502], [0.269, 0.279, 0.254], [-0.677, 0.156, 0.667], [-0.019, -0.592, 0.011], [0.021, -0.268, -0.086], [0.297, 0.194, 0.346], [0.329, -0.322, 0.218], [0.116, -0.269, -0.202], [0.144, 0.375, 0.506], [-0.977, -0.049, 0.089], [0.199, -0.408, 0.348], [0.556, -0.187, 0.385], [0.286, -0.279, -0.513], [0.278, 0.195, 0.451], [-0.175, 0.337, 0.097], [-0.215, 0.079, 0.099], [-0.500, 0.092, -0.030], [-0.174, 0.106, 0.450], [0.125, 0.580, -0.122], [-0.004, -0.811, -0.330], [0.458, 0.498, -0.589], [-0.277, 0.432, -1.053], [0.025, -0.704, 1.621], [0.061, 0.359, 0.009], [0.236, 0.050, 0.048], [-0.135, -0.311, -0.080], [-0.101, 0.733, 0.238], [0.093, -0.013, -0.221], [-0.026, -0.368, 0.101], [0.099, 0.067, 0.174], [0.467, -0.128, -0.064], [-0.359, 0.151, -0.168], [0.484, -0.999, -0.607], [0.908, -0.704, 0.208], [-1.361, 1.687, 0.330], [0.231, -0.489, -0.164], [-0.124, -0.188, -0.200], [-0.207, 0.750, 0.374], [-0.106, -0.317, -0.278], [0.099, -0.236, -0.026], [0.276, 0.305, 0.429], [-0.127, -0.001, -0.125], [-0.003, -0.202, -0.052], [0.198, -0.147, 0.034], [0.086, 0.392, -0.006], [0.108, -0.014, -0.071], [-0.346, -0.209, 0.079], [-0.078, 0.107, -0.055], [-0.164, 0.335, -0.228], [0.247, -0.534, 0.098], [0.057, -0.065, -0.025], [-0.012, 0.017, -0.016], [-0.197, -0.131, 0.078]],
  "homo_energy_ev": [-13.2, -13.2],
  "charge": 1,
  "spin_multiplicity": 2,
  "e_above_lowest_kcal_mol": 0.0,
  "lumo_ev": [-4.3, -8.2],
  "total_energy_ha": -1231.331167,
  "orbital_gap_ev": [8.9, 5.0]
}